(1)
C6H11NO | the ωB97M-V functional and the def2-TZVPD basis

Structure (ORCA input):
```
! RIJCOSX wB97M-V def2-TZVPD def2/J DEFGRID3
* xyz 0 1
C -1.273 -1.084 -0.019
C -0.326 0.083 0.414
C 0.407 -0.300 1.760
C 0.915 -0.068 -0.172
C 0.716 0.110 -1.666
C -0.602 1.536 -0.160
H -2.384 -0.995 0.508
H -0.796 -1.976 -0.201
H -1.553 -0.625 -1.052
H 0.728 0.539 2.359
H -0.089 -0.824 2.520
H 1.369 -1.784 0.659
H 1.559 0.955 -0.054
H 1.698 0.229 -2.139
H -0.317 -0.321 -2.396
H -0.098 2.341 0.512
H -1.682 1.647 -0.340
N 1.676 -0.921 1.013
O 0.052 1.459 -1.544
*
```

Values from the calculation:
- E_HOMO: -9.7 eV
- Energy relative to the best compared isomer or geometry (same formula, charge and spin): 674.0 kJ/mol
- Maximum force: 7.6 eV/A
- Electronic energy: -364.9748 a.u.
- Kohn-Sham gap: 10.56 eV

***

(2)
C5H13NO | the ωB97M-V functional and the def2-TZVPD basis

Structure (ORCA input):
```
! RIJCOSX wB97M-V def2-TZVPD def2/J DEFGRID3
* xyz 0 1
C -1.742 1.603 0.526
N -0.423 1.503 -0.174
C 0.125 0.138 0.091
C -0.973 -0.920 0.024
C -0.411 -2.318 0.050
C -0.206 -3.157 -0.953
H -1.951 2.660 0.683
H -2.622 1.291 -0.029
H -1.543 1.074 1.451
H 0.153 2.250 0.182
H 0.804 -0.135 -0.716
H 0.644 0.144 1.053
H -1.572 -0.937 0.937
H -1.655 -0.752 -0.808
H -0.209 -2.696 1.042
H -0.503 -2.885 -1.962
H -0.048 -4.217 -0.799
H 3.973 3.082 -0.663
H 4.294 1.715 -0.072
O 3.865 2.557 0.136
*
```

Values from the calculation:
- E_HOMO: -8.6 eV
- Energy relative to the best compared isomer or geometry (same formula, charge and spin): 219.8 kJ/mol
- Maximum force: 1.9 eV/A
- Electronic energy: -328.2351 a.u.
- Structure (SMILES): C=CCCNC.O
- Kohn-Sham gap: 9.52 eV

***

(3)
C25H45ClIrP2 | the ωB97M-V functional and the def2-TZVPD basis

Structure (ORCA input):
```
! RIJCOSX wB97M-V def2-TZVPD def2/J DEFGRID3
* xyz 2 6
Ir -0.361 0.922 -1.395
C -0.650 -1.946 2.670
C 0.699 -2.044 2.220
C 0.651 -0.599 4.001
C -0.673 -1.083 3.798
C 1.487 -1.152 3.001
C -1.848 -2.596 2.124
H -1.645 -3.032 1.146
H -2.668 -1.879 1.994
H -2.243 -3.391 2.754
C -1.837 -0.911 4.700
H -2.799 -1.023 4.171
H -1.827 0.047 5.247
H -1.769 -1.717 5.452
C 1.133 0.010 5.267
H 1.415 -0.808 5.972
H 0.352 0.614 5.766
H 2.029 0.647 5.124
C 2.949 -0.938 2.863
H 3.489 -1.562 3.575
H 3.236 0.090 3.092
H 3.299 -1.178 1.860
C 1.258 -2.961 1.179
H 1.666 -3.899 1.629
H 2.121 -2.513 0.646
H 0.540 -3.277 0.404
C -1.814 1.056 -3.398
C -2.206 -0.338 -3.567
C -1.239 -1.430 -4.058
C 0.264 -1.247 -3.747
C 0.763 -0.488 -2.535
C 1.126 0.944 -2.772
C 0.669 1.665 -4.011
C -0.864 1.684 -4.360
H -1.357 -1.509 -5.154
H 0.712 -0.800 -4.632
H -1.638 -2.404 -3.691
H -1.027 1.304 -5.383
H -2.726 1.704 -3.191
H -3.273 -0.528 -3.861
H -1.159 2.731 -4.439
H 0.984 2.729 -3.938
H 2.171 1.217 -2.515
H 1.186 1.180 -4.842
H 0.641 -2.273 -3.687
H 1.579 -1.065 -2.069
P -2.192 -0.405 -1.695
P 1.745 1.723 0.167
C -0.247 2.969 -1.215
C 1.129 3.282 -0.592
H -1.118 3.023 -0.552
H -0.469 3.431 -2.187
H 1.818 3.619 -1.387
H 1.016 4.042 0.207
C 2.017 2.279 1.894
H 2.122 1.476 2.621
H 1.187 2.899 2.214
H 2.924 2.872 1.885
C 3.339 1.115 -0.492
H 3.673 1.811 -1.268
H 3.224 0.119 -0.932
H 4.107 1.052 0.284
C -3.664 0.189 -0.854
H -3.912 -0.470 -0.038
H -4.496 0.227 -1.541
H -3.417 1.195 -0.519
C -1.450 -1.946 -1.043
H -0.833 -1.529 -0.220
H -0.735 -2.313 -1.781
H -2.332 -2.599 -0.785
Cl -1.751 2.271 1.577
C -0.869 0.886 0.661
H -0.041 0.746 1.358
H -1.568 0.079 0.823
*
```

Values from the calculation:
- E_HOMO (alpha / beta): -12.2 / -12.0 eV
- Energy relative to the best compared isomer or geometry (same formula, charge and spin): 49.3 kJ/mol
- Maximum force: 3.0 eV/A
- Electronic energy: -2225.9138 a.u.
- Kohn-Sham gap (alpha / beta): 6.43 / 2.46 eV

***

> Which value of energy relative to the best compared isomer or geometry (same formula, charge and spin) does entry 2 give?

219.8 kJ/mol

***

> Look up the maximum force of the second one.

1.9 eV/A

***

> maximum force of number 3 (C25H45ClIrP2)?

3.0 eV/A